2 unconnected molecules or ions with the total composition C4H2S at a distorted geometry, computed with ωB97M-V/def2-TZVPD.

ORCA input file:
```
! RIJCOSX wB97M-V def2-TZVPD def2/J DEFGRID3
* xyz 0 3
C -0.063 -1.288 -1.603
C 0.438 -0.861 -0.522
C 0.712 -0.679 0.683
C -0.125 2.211 0.617
S -1.077 1.536 1.517
H -0.438 -0.435 -2.392
H 0.553 -0.485 1.700
*
```

Summary:
- E_HOMO (spin up / spin down): -8.65 / -10.94 eV
- Largest force on an atom: 5.67 eV/A
- E_LUMO (spin up / spin down): -0.0718 / -1.3317 eV
- Expectation value of S²: 2.07
- Relative energy (zero: lowest compared OMol25 entry of this formula, charge and spin): 36.04 kcal per mole

Charges in e, computed with natural (NBO), in the same order as the atoms: -0.09, -0.26, -0.09, -0.19, 0.21, 0.22, 0.21

A gas-phase ion, C5H13BNO3 (charge +1) at a distorted geometry, computed with ωB97M-V/def2-TZVPD.

ORCA input file:
```
! RIJCOSX wB97M-V def2-TZVPD def2/J DEFGRID3
* xyz 1 1
C 1.580 -2.039 0.409
C 1.920 -0.578 0.764
B 1.538 0.386 -0.391
O 1.914 0.187 -1.664
N 0.722 1.686 -0.080
C -0.772 1.568 -0.265
C -1.341 0.334 0.407
O -2.753 0.465 0.296
C -3.406 -0.634 -0.231
O -3.703 -1.583 0.425
H 0.506 -2.215 0.378
H 2.024 -2.714 1.136
H 1.984 -2.290 -0.570
H 1.421 -0.278 1.688
H 2.997 -0.507 0.938
H 1.362 0.575 -2.355
H 0.939 2.006 0.863
H 1.051 2.422 -0.708
H -1.238 2.446 0.178
H -1.009 1.591 -1.327
H -1.080 0.299 1.467
H -1.000 -0.591 -0.065
H -3.653 -0.536 -1.294
*
```

Summary:
- E_HOMO: -14.27 eV
- Largest force on an atom: 1.25 eV/A
- E_LUMO: -3.8120 eV
- SMILES string: CCB(O)[NH2+]CCOC=O

These are the natural (NBO) partial charges, in e, on atoms 1 to 8: -0.59, -0.82, 1.12, -0.84, -0.76, -0.24, -0.09, -0.55